No. 1
Molecular formula: C56H58F10INO6
Method: DFT, the ωB97M-V functional and the def2-TZVPD basis

Its total charge is 0. The value obtained for the strongest force on any atom is 2.54 eV Å⁻¹. Its gap between HOMO and LUMO is 9.1 eV. As for the structure (SMILES): CCCCN[C@]1(CCCI)OC(=O)O[C@@]1(COO)C[C@@H](O)C(F)(F)F.Fc1ccccc1.Fc1ccccc1.Fc1ccccc1.Fc1ccccc1.Fc1ccccc1.Fc1ccccc1.Fc1ccccc1. The calculation puts the total energy at -3971.1573 hartree. The spin multiplicity is 1.

XYZ file:
```
132
Properties=species:S:1:pos:R:3:forces:R:3:lowdin_charge:R:1
C -3.38494 -3.22443 -2.93327 0.2906 -0.1870 -0.1327 -0.091
C -2.52163 -4.46262 -3.16209 -0.4757 -0.1396 -0.3654 -0.251
C -1.13507 -4.15019 -3.68832 0.3871 0.4176 0.2304 -0.182
C -0.36401 -3.06491 -2.89776 -0.3897 -0.7802 -0.4335 -0.177
N -0.13561 -1.88404 -3.75111 -0.1835 -0.3081 1.0480 0.083
C 0.26221 -0.65435 -3.07293 0.5570 1.2323 -2.1453 -0.416
C 1.77384 -0.49453 -3.07397 -0.0102 -0.4420 0.7058 -0.088
C 2.54154 -1.53164 -2.25855 0.4608 0.1466 0.3592 -0.288
C 1.99747 -1.68134 -0.84636 -0.2780 0.1468 -0.5535 -0.664
I 3.43609 -2.45134 0.50456 0.0557 0.1008 -0.0185 0.888
O -0.39812 -0.49066 -1.84669 -1.0180 -0.7045 0.4981 0.088
C -1.72106 -0.21272 -2.17472 -0.8530 -0.2740 1.1946 -0.486
O -2.64265 -0.36946 -1.40749 1.5650 0.4028 -1.4132 0.155
O -1.77464 0.27956 -3.42253 -0.5502 -0.0033 0.3878 0.125
C -0.42563 0.55020 -3.81214 0.7785 -0.0789 0.2291 -0.292
C -0.23992 0.70153 -5.31503 -0.8972 -0.0300 -0.1471 -0.102
O -0.93708 -0.24784 -6.10317 0.2183 -0.4453 0.1286 -0.102
O -0.04707 -0.92296 -6.99559 0.0670 0.5096 -0.1916 -0.009
C 0.01591 1.89881 -3.17819 -0.2600 -0.4315 -0.5321 -0.031
C -1.10126 2.82815 -2.73805 0.3436 0.6726 0.2213 -0.233
O -0.54992 3.85424 -1.93049 -0.1769 -0.0851 0.0738 0.025
C -1.81262 3.52992 -3.89758 -0.5488 0.6467 0.1813 -0.524
F -0.91111 4.10717 -4.73721 -0.5187 -0.2957 0.1903 0.131
F -2.60260 4.52998 -3.41219 0.5042 -0.8215 -0.5431 0.136
F -2.60221 2.70028 -4.61605 0.5020 0.4874 0.2355 0.154
H -4.42748 -3.41347 -3.14716 -0.2866 -0.1304 0.0635 0.071
H -3.31309 -2.87160 -1.91527 0.0063 0.2687 0.2409 0.057
H -3.05965 -2.44544 -3.61415 0.0004 0.3595 -0.0688 0.074
H -2.48602 -5.09066 -2.27958 0.1239 -0.0337 0.3558 0.103
H -3.01535 -5.07055 -3.91487 -0.0405 -0.2478 -0.1638 0.101
H -0.53013 -5.04885 -3.71033 0.0689 -0.3084 -0.0535 0.102
H -1.22221 -3.79980 -4.71254 -0.0457 0.0703 -0.2509 0.109
H -0.94330 -2.80892 -2.02109 -0.0526 0.3074 0.1642 0.114
H 0.56300 -3.52017 -2.55446 0.2474 0.1162 0.1856 0.100
H 0.60646 -2.15030 -4.37787 0.1464 0.0626 -0.2595 0.112
H 2.06684 -0.60778 -4.11061 0.1191 0.1156 -0.3553 0.124
H 2.10805 0.48630 -2.76099 -0.1111 0.2641 0.1061 0.119
H 2.61926 -2.48642 -2.76433 -0.1954 -0.3146 -0.0740 0.104
H 3.56378 -1.17865 -2.17249 0.2571 0.1020 -0.1445 0.086
H 1.12171 -2.31272 -0.84891 -0.0256 -0.3298 0.3151 0.028
H 1.66111 -0.71392 -0.50300 0.1894 0.2119 0.4554 0.045
H -0.63010 1.67552 -5.59137 -0.0776 0.2317 -0.1171 0.124
H 0.81716 0.72777 -5.54209 0.3384 -0.1906 -0.0856 0.140
H 0.49939 -1.48571 -6.43333 -0.2204 -0.2285 0.2932 0.073
H 0.66088 1.71841 -2.33102 -0.1119 0.0550 0.3764 0.122
H 0.61073 2.44157 -3.90488 0.2790 0.1291 -0.1482 0.134
H -1.85954 2.34717 -2.13411 -0.2332 -0.2086 0.0029 0.162
H 0.38960 3.91402 -2.11318 0.2647 0.1273 -0.0456 0.066
F 0.60777 -5.66212 -0.11043 -0.0098 0.0212 -0.0330 0.042
C 0.71243 -6.11420 1.15977 0.0046 -0.0573 0.1802 -0.282
C 1.39168 -5.34862 2.08461 0.0343 0.2024 -0.0739 -0.035
C 1.49102 -5.81162 3.38804 -0.0530 -0.1010 -0.0196 -0.077
C 0.92234 -7.02725 3.74352 0.0076 -0.0089 0.0418 -0.098
C 0.24728 -7.78091 2.79339 0.0508 0.0842 0.0318 -0.086
C 0.13491 -7.32309 1.48863 -0.0875 -0.1026 -0.1368 -0.019
H 1.83092 -4.40679 1.77813 -0.0841 -0.1261 0.0725 0.004
H 2.01389 -5.22022 4.12750 0.0145 0.0230 -0.0051 0.106
H 1.00464 -7.38602 4.76054 -0.0019 -0.0066 0.0078 0.100
H -0.19445 -8.72915 3.06739 -0.0241 -0.0126 -0.0079 0.103
H -0.39340 -7.89082 0.73438 0.0113 0.0144 -0.0150 0.116
F -0.83340 -1.09365 3.36098 0.0030 -0.0240 -0.0168 0.048
C -2.13977 -0.90494 3.07576 -0.2041 0.0129 -0.0587 -0.268
C -2.52282 -0.77661 1.75610 0.1659 -0.0257 -0.0897 0.002
C -3.86635 -0.59247 1.46769 -0.0983 0.1673 0.1345 -0.092
C -4.79692 -0.52495 2.49702 -0.0339 0.0224 -0.0033 -0.133
C -4.38668 -0.64831 3.81747 0.0003 -0.0537 -0.0913 -0.099
C -3.04630 -0.84653 4.11506 0.0652 -0.0129 0.1777 -0.013
H -1.78288 -0.82357 0.96882 -0.0173 -0.0204 -0.0192 0.106
H -4.18519 -0.50120 0.43968 0.0589 0.0003 -0.0450 0.100
H -5.84409 -0.37697 2.26748 -0.0124 -0.0140 -0.0009 0.115
H -5.11110 -0.59036 4.61916 -0.0010 -0.0179 0.0215 0.111
H -2.70355 -0.95325 5.13579 0.0234 0.0084 -0.0075 0.119
F -5.87049 5.75468 5.21207 -0.0054 0.0115 0.0165 0.053
C -5.51771 5.05258 4.11560 0.0435 -0.0825 -0.1253 -0.290
C -5.30534 5.72654 2.93013 -0.0140 0.1683 -0.0174 -0.020
C -4.93893 5.00102 1.80602 -0.0052 -0.0882 0.0510 -0.082
C -4.79837 3.62221 1.87992 0.0182 -0.0283 -0.0653 -0.087
C -5.02040 2.96518 3.08199 0.0015 0.1418 -0.0364 -0.071
C -5.37947 3.68306 4.21367 -0.0279 -0.0781 0.1280 -0.012
H -5.42626 6.80083 2.89403 0.0023 -0.0001 0.0293 0.116
H -4.76216 5.51445 0.87079 -0.0064 0.0216 -0.0105 0.104
H -4.51430 3.05910 1.00064 0.0044 -0.0148 -0.0007 0.100
H -4.91229 1.89207 3.13798 0.0337 0.0360 0.0263 0.070
H -5.55011 3.19246 5.16284 -0.0140 0.0251 0.0072 0.116
F 2.74356 3.74347 -2.31476 -0.1375 -0.0753 -0.0506 0.036
C 3.09010 4.79485 -1.52549 0.0986 0.2398 0.1838 -0.279
C 2.59905 6.04606 -1.83195 -0.1352 -0.0206 -0.1911 -0.017
C 2.95052 7.11336 -1.01872 0.0697 -0.0476 0.0840 -0.075
C 3.78495 6.91486 0.07225 0.0086 0.0317 0.0107 -0.087
C 4.26647 5.64439 0.35676 -0.0552 0.0907 -0.0584 -0.072
C 3.91458 4.56922 -0.44460 0.0561 -0.2449 0.0383 -0.016
H 1.95436 6.17953 -2.69134 -0.0018 -0.0092 0.0038 0.121
H 2.57088 8.10129 -1.23882 -0.0132 0.0097 -0.0231 0.108
H 4.05835 7.75062 0.70149 0.0028 0.0064 0.0079 0.103
H 4.91818 5.48792 1.20532 0.0015 -0.0240 0.0173 0.107
H 4.27368 3.57023 -0.23767 0.0219 0.0027 -0.0372 0.104
F 2.38775 0.12148 6.86876 -0.0021 -0.0069 0.0259 0.055
C 2.61111 0.50966 5.59680 0.0381 0.0565 -0.1791 -0.283
C 3.83809 1.05159 5.27021 0.1324 0.0120 0.1203 -0.020
C 4.06503 1.44545 3.95997 -0.0985 -0.0238 -0.0352 -0.086
C 3.06820 1.30067 3.00526 0.0350 0.0316 -0.0807 -0.102
C 1.84175 0.75611 3.35766 0.0944 0.0297 0.0180 -0.081
C 1.60727 0.35176 4.66323 -0.1581 -0.0638 0.0874 -0.013
H 4.59791 1.16006 6.03247 -0.0153 -0.0201 0.0158 0.116
H 5.02326 1.86487 3.68440 0.0195 0.0092 0.0119 0.101
H 3.24993 1.61048 1.98448 0.0002 -0.0009 -0.0119 0.092
H 1.06244 0.64349 2.61681 -0.0366 -0.0336 0.0037 0.098
H 0.66068 -0.08145 4.95596 0.0400 0.0131 0.0036 0.105
F -5.76307 -4.14622 -0.31413 0.0011 -0.0021 -0.0096 0.054
C -5.64392 -4.65762 0.92905 0.0258 -0.0666 0.1440 -0.278
C -5.04723 -3.89309 1.91054 0.0521 0.0715 -0.0483 -0.003
C -4.92836 -4.42232 3.18694 -0.0565 -0.1224 -0.0156 -0.072
C -5.39703 -5.70013 3.46115 0.0088 -0.0113 0.0499 -0.097
C -5.99123 -6.45081 2.45610 0.0462 0.0822 0.0360 -0.088
C -6.12180 -5.92841 1.17762 -0.0712 -0.1005 -0.1245 -0.020
H -4.68574 -2.90206 1.68016 -0.0091 -0.0856 -0.0326 0.084
H -4.46756 -3.83247 3.96786 0.0233 0.0333 -0.0094 0.100
H -5.29915 -6.11008 4.45732 0.0009 -0.0090 0.0065 0.099
H -6.35442 -7.44752 2.66644 -0.0221 -0.0149 -0.0078 0.103
H -6.58714 -6.49389 0.38137 0.0138 0.0187 -0.0167 0.116
F 6.55458 2.53412 -0.53659 -0.0312 -0.0524 0.0179 0.043
C 7.61910 3.30881 -0.83690 0.1295 0.1235 -0.0356 -0.289
C 8.31841 3.90827 0.19006 -0.0544 -0.0176 0.1753 -0.020
C 9.41123 4.70290 -0.12266 -0.0129 -0.0094 -0.1035 -0.082
C 9.78197 4.89118 -1.44669 0.0404 0.0298 -0.0055 -0.095
C 9.06018 4.28022 -2.46239 0.0202 0.0213 0.0958 -0.081
C 7.97007 3.47787 -2.15998 -0.0953 -0.0728 -0.1353 -0.017
H 8.00858 3.75228 1.21486 -0.0076 -0.0274 -0.0090 0.116
H 9.97420 5.17554 0.67030 -0.0058 0.0080 0.0250 0.105
H 10.63295 5.51387 -1.68617 0.0073 0.0054 -0.0058 0.101
H 9.34515 4.42862 -3.49478 0.0000 -0.0146 -0.0220 0.105
H 7.39698 2.98781 -2.93552 -0.0221 0.0004 0.0188 0.117
```
Positions in Å, forces in eV/Å.

No. 2
Molecular formula: CH2N2S2
Method: DFT, the ωB97M-V functional and the def2-TZVPD basis

Its total charge is 0. The value obtained for the strongest force on any atom is 0.69 eV Å⁻¹. Its gap between HOMO and LUMO (spin up / spin down) is 7.1 / 7.1 eV. The calculation puts the energy above the lowest of the compared OMol25 structures with the same formula, charge and spin at 33.8 kcal/mol. The calculation puts the total energy at -945.1098 hartree. The spin multiplicity is 1.

XYZ file:
```
7
Properties=species:S:1:pos:R:3:forces:R:3:lowdin_charge:R:1
C -0.11180 -0.35936 -0.31611 0.5706 -0.1451 -0.1606 -0.415
N 0.81888 -1.09305 0.04873 -0.1222 -0.5475 -0.1037 -0.389
N -1.30942 0.01994 -0.04165 -0.5934 0.2312 0.2699 0.149
S 1.83026 1.42654 0.03400 0.2038 0.4544 -0.0645 0.021
S 2.32592 -0.48696 0.12743 -0.3569 0.0847 0.1389 0.378
H -1.68263 0.03496 0.90489 0.2013 -0.0334 -0.1419 0.134
H -1.87121 0.45794 -0.75728 0.0968 -0.0444 0.0619 0.122
```
Positions in Å, forces in eV/Å.

No. 3
Molecular formula: C5H8O2
Method: DFT, the ωB97M-V functional and the def2-TZVPD basis

Its total charge is 0. The value obtained for the strongest force on any atom is 0.57 eV Å⁻¹. Its gap between HOMO and LUMO is 10.7 eV. As for the structure (SMILES): C[C@@H]1[C@H](O)[C@@H]2O[C@H]12. The calculation puts the energy above the lowest of the compared OMol25 structures with the same formula, charge and spin at 61.3 kcal/mol. The calculation puts the total energy at -345.7072 hartree. The spin multiplicity is 1.

XYZ file:
```
15
Properties=species:S:1:pos:R:3:forces:R:3:lowdin_charge:R:1
C 0.25728 0.04251 -1.84728 0.1138 -0.0421 -0.0104 -0.053
C -0.43024 0.17146 -0.50653 0.1114 -0.0930 -0.1064 -0.254
C -0.68297 -1.01778 0.42643 -0.2281 -0.2142 -0.1708 -0.148
O 0.37527 -1.27762 1.39809 0.0929 -0.1426 -0.3241 -0.026
C -0.48785 -0.17353 1.60847 -0.0556 0.1309 0.2358 -0.161
C 0.19263 0.91113 0.72051 -0.2847 0.2594 0.0418 -0.270
O 1.58497 0.83450 0.78806 0.0966 0.0603 0.1967 -0.013
H -0.32168 -0.62761 -2.49449 0.1345 0.0540 0.0998 0.078
H 1.26747 -0.35682 -1.74559 -0.0317 0.0332 -0.0168 0.079
H 0.31873 1.00970 -2.35817 0.0389 -0.1116 0.1376 0.081
H -1.42010 0.63511 -0.64729 0.1368 -0.2327 0.0411 0.149
H -1.23305 -1.92700 0.22625 -0.4885 0.2602 0.1445 0.146
H -1.06359 -0.07666 2.52354 0.2645 -0.1343 -0.0266 0.149
H -0.10818 1.94795 0.87101 -0.0475 -0.1011 -0.0828 0.148
H 1.75130 -0.09534 1.03699 0.1469 0.2735 -0.1594 0.094
```
Positions in Å, forces in eV/Å.